# 1
A cluster of 13 separate species, C21H68N12O13 in total, computed with ωB97M-V/def2-TZVPD.

## Properties
F_max: 16.91 eV Å⁻¹
Frontier orbital gap: 8.82 eV
Relative energy (zero: lowest compared OMol25 entry of this formula, charge and spin): 306.50 kcal/mol
Spin multiplicity: 1
Total charge: 0
Energy: -2475.84275 Ha

Geometry (Å):
1 C -3.8170 0.6731 -4.1457
2 O -2.6877 0.4962 -3.3134
3 H -3.3966 0.6762 -5.1555
4 H -4.3746 1.6336 -4.1072
5 H -4.4255 -0.1639 -3.9768
6 H -2.0465 1.1699 -3.5278
7 C 4.6446 -0.7291 -1.4448
8 O 3.3589 -0.3228 -1.6911
9 H 5.3426 0.0807 -1.4986
10 H 4.9321 -1.4692 -2.1672
11 H 4.7451 -1.0665 -0.4365
12 H 2.7444 -0.7043 -1.0265
13 C -0.9420 3.9922 -0.9732
14 O -0.5969 4.6409 0.2719
15 H -0.3738 4.3746 -1.8220
16 H -2.0060 4.0900 -1.1458
17 H -0.7092 2.8938 -1.0292
18 H 0.3766 4.6680 0.3171
19 C 0.6266 1.6847 -3.6908
20 O -0.5329 2.0280 -4.2995
21 N 0.8631 0.4261 -3.4788
22 N 1.5762 2.5056 -3.3632
23 H 0.2316 -0.3527 -3.6379
24 H 1.6876 0.1205 -2.9683
25 H 1.5265 3.4850 -3.6042
26 H 2.5474 2.2294 -2.9100
27 C 0.2269 0.3153 -0.1822
28 O 1.1345 1.3490 -0.2112
29 N -0.3423 -0.1903 -1.2462
30 N -0.3916 -0.0445 0.8473
31 H 0.0234 0.1595 -2.1310
32 H -1.0661 -0.8758 -1.2992
33 H -0.2274 0.6047 1.6588
34 H -0.9403 -0.9434 0.8647
35 C -1.5534 -2.5352 -3.8922
36 O -2.7797 -2.4037 -3.3022
37 N -1.0506 -3.7363 -3.9663
38 N -0.8797 -1.5113 -4.2200
39 H -0.0017 -3.7745 -3.9893
40 H -1.6002 -4.5915 -3.6312
41 H -1.4912 -0.7393 -3.9525
42 H -0.3878 -1.5092 -5.1295
43 C -3.6525 1.6826 0.4048
44 O -4.9754 2.0298 0.0699
45 N -3.0574 2.3046 1.4053
46 N -2.9614 0.7036 -0.1731
47 H -3.3571 3.2529 1.6301
48 H -2.1621 1.9618 1.6415
49 H -3.2952 0.4819 -1.1271
50 H -1.9346 0.6346 -0.0719
51 C 0.5183 2.4441 3.7342
52 O -0.2799 1.8674 2.7229
53 N 1.1048 3.6124 3.6688
54 N 0.4353 1.9576 4.9561
55 H 1.0030 4.0573 2.7969
56 H 1.7424 4.0964 4.4097
57 H -0.1047 1.1290 4.9779
58 H 0.6237 2.4052 5.8132
59 C -2.1960 -3.0040 -0.1486
60 O -1.9062 -4.1578 -0.8498
61 N -2.7943 -2.0186 -0.6434
62 N -1.6670 -2.6657 0.9921
63 H -3.0678 -2.1476 -1.6323
64 H -2.8580 -1.0544 -0.2122
65 H -1.3693 -3.5192 1.5082
66 H -2.1449 -2.0507 1.6595
67 C 3.5478 2.4667 1.5225
68 C 3.0489 3.6766 0.8167
69 C 4.2288 4.6769 0.5563
70 O 2.3934 3.6216 -0.2525
71 H 3.9478 1.6477 0.9359
72 H 2.6893 1.9045 1.9724
73 H 4.1831 2.8277 2.2558
74 H 2.3187 4.1688 1.5807
75 H 4.7127 5.0479 1.4409
76 H 4.0159 5.5493 -0.0078
77 H 4.9060 4.1402 -0.0796
78 H 1.8517 2.8636 -0.1434
79 C 3.4880 -0.7434 2.7187
80 C 1.9799 -0.8787 3.2701
81 C 1.3708 -2.2015 2.8419
82 O 1.8539 -0.6999 4.4257
83 H 4.1079 -1.5862 2.9852
84 H 3.9875 0.1582 3.0355
85 H 3.4965 -0.7190 1.6574
86 H 1.3854 -0.1529 2.7807
87 H 0.2459 -2.3130 3.0629
88 H 1.8997 -3.1237 3.1549
89 H 1.5048 -2.3675 1.7642
90 H 2.4412 -0.0233 4.7818
91 C 2.0252 -2.8574 -2.8365
92 C 1.2701 -3.0984 -1.5564
93 C 1.2414 -4.5136 -0.9701
94 O 1.6323 -2.3876 -0.6113
95 H 1.9823 -3.7098 -3.4556
96 H 3.0720 -2.8116 -2.5454
97 H 1.6964 -1.9828 -3.3661
98 H 0.2480 -2.8405 -1.7571
99 H 0.6960 -4.4741 -0.0483
100 H 2.2338 -4.9445 -0.7499
101 H 0.6910 -5.0971 -1.7318
102 H 0.8621 -2.0490 -0.1510
103 C -4.8309 -1.0697 2.0114
104 C -3.6293 -1.1001 2.9797
105 C -3.4820 -2.5001 3.5712
106 O -2.5458 -0.7462 2.6036
107 H -5.5515 -1.6607 2.4959
108 H -4.7189 -1.5848 1.1315
109 H -5.2577 -0.1102 1.7756
110 H -3.7429 -0.4737 3.8544
111 H -3.1915 -3.3020 2.8738
112 H -4.4667 -2.7133 4.0322
113 H -2.8129 -2.5496 4.4247
114 H -2.6373 -0.0003 2.0230

Atom charges from the Mulliken analysis, given in e for atoms 1 to 99: atom 1 (C): -0.948, atom 2 (O): -0.101, atom 3 (H): 0.342, atom 4 (H): 0.238, atom 5 (H): 0.291, atom 6 (H): 0.122, atom 7 (C): -0.981, atom 8 (O): -0.374, atom 9 (H): 0.349, atom 10 (H): 0.323, atom 11 (H): 0.311, atom 12 (H): -0.086, atom 13 (C): -0.325, atom 14 (O): -0.587, atom 15 (H): 0.349, atom 16 (H): 0.389, atom 17 (H): -0.244, atom 18 (H): 0.327, atom 19 (C): 0.562, atom 20 (O): -0.889, atom 21 (N): -0.218, atom 22 (N): -0.185, atom 23 (H): 0.307, atom 24 (H): 0.023, atom 25 (H): 0.282, atom 26 (H): 0.181, atom 27 (C): 0.350, atom 28 (O): -0.245, atom 29 (N): 4.340, atom 30 (N): 2.229, atom 31 (H): -2.639, atom 32 (H): -1.285, atom 33 (H): -0.351, atom 34 (H): -0.990, atom 35 (C): 0.182, atom 36 (O): -0.807, atom 37 (N): -0.255, atom 38 (N): 0.049, atom 39 (H): 0.245, atom 40 (H): 0.310, atom 41 (H): -0.116, atom 42 (H): 0.292, atom 43 (C): -0.113, atom 44 (O): -0.789, atom 45 (N): 0.208, atom 46 (N): 0.671, atom 47 (H): 0.332, atom 48 (H): -0.133, atom 49 (H): -0.289, atom 50 (H): -0.479, atom 51 (C): 0.260, atom 52 (O): -0.518, atom 53 (N): -0.327, atom 54 (N): -0.404, atom 55 (H): 0.335, atom 56 (H): 0.231, atom 57 (H): 0.223, atom 58 (H): 0.192, atom 59 (C): -0.515, atom 60 (O): -0.742, atom 61 (N): 0.750, atom 62 (N): 0.374, atom 63 (H): 0.581, atom 64 (H): -0.096, atom 65 (H): 0.431, atom 66 (H): -0.406, atom 67 (C): -1.075, atom 68 (C): 1.623, atom 69 (C): -1.933, atom 70 (O): -0.610, atom 71 (H): 0.177, atom 72 (H): 0.068, atom 73 (H): 0.583, atom 74 (H): -0.828, atom 75 (H): 0.423, atom 76 (H): 0.449, atom 77 (H): 0.450, atom 78 (H): 0.545, atom 79 (C): -1.435, atom 80 (C): 1.907, atom 81 (C): -0.880, atom 82 (O): -0.512, atom 83 (H): 0.465, atom 84 (H): 0.446, atom 85 (H): -0.030, atom 86 (H): -0.945, atom 87 (H): -0.006, atom 88 (H): 0.542, atom 89 (H): 0.068, atom 90 (H): 0.530, atom 91 (C): -2.053, atom 92 (C): 2.668, atom 93 (C): -1.476, atom 94 (O): -0.440, atom 95 (H): 0.795, atom 96 (H): 0.260, atom 97 (H): 0.144, atom 98 (H): -0.896, atom 99 (H): 0.262

# 2
A cluster of 12 separate species, C21H69N21O12 in total, computed with ωB97M-V/def2-TZVPD.

## Properties
F_max: 3.14 eV Å⁻¹
Frontier orbital gap: 8.95 eV
Relative energy (zero: lowest compared OMol25 entry of this formula, charge and spin): 2.42 kcal/mol
Spin multiplicity: 1
Total charge: 0
Energy: -2894.63583 Ha
Structure (SMILES): COC[C@H](C)N.COC[C@H](C)N.COC[C@H](C)N.NC(N)=O.NC(N)=O.NC(N)=O.NC(N)=O.NC(N)=O.NC(N)=O.NC(N)=O.NC(N)=O.NC(N)=O

Geometry (Å):
1 C -1.2217 2.8124 -4.6553
2 O -1.0507 1.5880 -4.5343
3 N -1.6607 3.3181 -5.8504
4 N -1.1178 3.6604 -3.6294
5 H -1.6292 2.6637 -6.6103
6 H -1.9192 4.2812 -5.9469
7 H -1.1580 4.6423 -3.8440
8 H -0.5250 3.3294 -2.8703
9 C -0.0908 -3.0097 -0.3004
10 O 0.5379 -1.9382 -0.3076
11 N -0.6594 -3.5204 -1.3975
12 N -0.3173 -3.7392 0.8351
13 H -0.9244 -4.4880 -1.3842
14 H -0.5259 -3.0434 -2.2792
15 H -0.6283 -4.6889 0.8777
16 H -0.1788 -3.2123 1.6896
17 C 4.8874 0.1303 3.0541
18 O 5.3166 0.7296 4.0432
19 N 4.0472 0.7099 2.1722
20 N 5.2162 -1.1466 2.7128
21 H 4.0903 1.7053 2.0554
22 H 3.5852 0.1699 1.4588
23 H 4.7236 -1.5011 1.9031
24 H 5.9281 -1.6555 3.2009
25 C 0.5130 1.4173 -1.1302
26 O 0.3538 2.6067 -1.4012
27 N 0.0750 0.3892 -1.9269
28 N 1.0497 0.8824 -0.0222
29 H -0.3541 0.7079 -2.7863
30 H 0.1885 -0.5858 -1.6859
31 H 1.2744 -0.0981 -0.0150
32 H 1.3740 1.4796 0.7336
33 C 1.9984 3.8971 2.5624
34 O 1.9928 2.8025 1.9743
35 N 1.0371 4.8451 2.4494
36 N 3.0494 4.2406 3.3458
37 H 0.2109 4.3781 2.0976
38 H 1.0713 5.6272 3.0722
39 H 3.8553 3.6639 3.1668
40 H 3.0687 5.1751 3.7062
41 C 4.1997 3.8731 -1.5350
42 O 5.1935 4.4223 -2.0080
43 N 3.2742 3.2579 -2.2912
44 N 3.9871 3.8270 -0.1835
45 H 3.5091 3.2684 -3.2689
46 H 2.3486 3.0148 -1.9842
47 H 3.2327 3.2763 0.1966
48 H 4.7267 4.1100 0.4308
49 C -3.4029 -1.2291 1.5891
50 O -4.6237 -1.1328 1.3480
51 N -2.4828 -0.9092 0.6428
52 N -2.9167 -1.6004 2.7787
53 H -1.5035 -1.0121 0.8507
54 H -2.8008 -0.3670 -0.1502
55 H -1.9317 -1.8630 2.8944
56 H -3.5984 -2.0032 3.4003
57 C 0.7069 -2.0894 -4.8290
58 O 1.5198 -3.0100 -4.9290
59 N 1.0617 -0.7875 -4.9222
60 N -0.6055 -2.2863 -4.5260
61 H 2.0066 -0.5446 -5.1530
62 H 0.4596 -0.0499 -4.5917
63 H -1.2930 -1.5463 -4.7492
64 H -0.9526 -3.2210 -4.4121
65 C 0.7177 -1.6837 3.5166
66 O -0.3424 -2.3316 3.4153
67 N 1.8549 -2.2889 3.9183
68 N 0.8229 -0.3518 3.2851
69 H 2.6413 -1.7185 4.1866
70 H 1.9158 -3.2797 4.0662
71 H 1.5308 0.1430 3.7980
72 H 0.0636 0.0484 2.7602
73 C -3.6492 1.6116 4.1892
74 C -4.8909 2.2695 3.5583
75 C -4.4548 3.1782 2.4071
76 O -3.9318 4.4272 2.8972
77 C -3.0617 5.0729 1.9927
78 N -5.6607 1.1948 2.9074
79 H -3.8123 0.8013 4.9069
80 H -3.2064 2.3823 4.8273
81 H -2.8473 1.1857 3.5838
82 H -5.4624 2.8815 4.2542
83 H -5.3288 3.5341 1.8494
84 H -3.7902 2.7130 1.6740
85 H -3.1828 6.1560 2.0471
86 H -3.2709 4.7710 0.9607
87 H -1.9884 4.8868 2.0666
88 H -6.0701 0.7867 3.7442
89 H -4.9748 0.5316 2.5401
90 C 3.9448 -3.6972 -0.8693
91 C 3.3527 -3.8734 0.5442
92 C 4.3476 -4.5166 1.5300
93 O 4.8214 -5.7412 1.0354
94 C 5.6152 -6.5364 1.8872
95 N 3.1094 -2.5236 1.0753
96 H 4.6516 -2.8640 -0.8922
97 H 3.2658 -3.2928 -1.6258
98 H 4.3066 -4.6839 -1.1529
99 H 2.4455 -4.4742 0.4479
100 H 3.8786 -4.7101 2.5054
101 H 5.1808 -3.8275 1.7105
102 H 4.9918 -7.1399 2.5526
103 H 6.3249 -6.0053 2.5295
104 H 6.2042 -7.1592 1.2170
105 H 2.2941 -2.1210 0.6139
106 H 2.8766 -2.5437 2.0660
107 C -4.4552 -2.2556 -3.8795
108 C -3.9196 -0.8375 -3.6492
109 C -3.5903 -0.5595 -2.1954
110 O -3.1412 0.7383 -1.8846
111 C -4.1457 1.7097 -2.0578
112 N -2.8268 -0.5826 -4.5599
113 H -4.9265 -2.3185 -4.8616
114 H -5.2260 -2.5741 -3.1750
115 H -3.6672 -3.0067 -3.8024
116 H -4.7137 -0.1032 -3.8553
117 H -2.7909 -1.2229 -1.8540
118 H -4.5009 -0.7786 -1.6241
119 H -5.0902 1.5378 -1.5321
120 H -4.4199 1.9967 -3.0787
121 H -3.7408 2.6312 -1.6386
122 H -3.2084 -0.5909 -5.5044
123 H -2.4679 0.3809 -4.5068

Atom charges from the Mulliken analysis, given in e for atoms 1 to 99: atom 1 (C): 0.468, atom 2 (O): -0.693, atom 3 (N): -0.481, atom 4 (N): -0.234, atom 5 (H): 0.246, atom 6 (H): 0.161, atom 7 (H): 0.223, atom 8 (H): 0.292, atom 9 (C): 0.473, atom 10 (O): -0.860, atom 11 (N): -0.259, atom 12 (N): -0.174, atom 13 (H): 0.153, atom 14 (H): 0.009, atom 15 (H): 0.188, atom 16 (H): 0.094, atom 17 (C): 0.513, atom 18 (O): -0.723, atom 19 (N): 0.009, atom 20 (N): -0.227, atom 21 (H): -0.042, atom 22 (H): 0.048, atom 23 (H): 0.162, atom 24 (H): 0.190, atom 25 (C): 0.397, atom 26 (O): -1.052, atom 27 (N): 0.898, atom 28 (N): 0.685, atom 29 (H): -0.378, atom 30 (H): -0.093, atom 31 (H): -0.191, atom 32 (H): 0.117, atom 33 (C): 0.429, atom 34 (O): -0.406, atom 35 (N): -0.410, atom 36 (N): -0.391, atom 37 (H): 0.045, atom 38 (H): 0.191, atom 39 (H): 0.225, atom 40 (H): 0.169, atom 41 (C): 0.341, atom 42 (O): -0.722, atom 43 (N): -0.287, atom 44 (N): -0.167, atom 45 (H): 0.191, atom 46 (H): 0.344, atom 47 (H): 0.082, atom 48 (H): 0.226, atom 49 (C): 0.476, atom 50 (O): -0.789, atom 51 (N): 0.539, atom 52 (N): 0.024, atom 53 (H): -0.582, atom 54 (H): 0.167, atom 55 (H): 0.169, atom 56 (H): 0.286, atom 57 (C): 0.492, atom 58 (O): -0.711, atom 59 (N): -0.189, atom 60 (N): -0.246, atom 61 (H): 0.192, atom 62 (H): 0.078, atom 63 (H): 0.383, atom 64 (H): 0.256, atom 65 (C): 0.789, atom 66 (O): -0.862, atom 67 (N): -0.520, atom 68 (N): -0.124, atom 69 (H): 0.102, atom 70 (H): 0.211, atom 71 (H): 0.210, atom 72 (H): -0.014, atom 73 (C): -1.293, atom 74 (C): 0.457, atom 75 (C): -0.407, atom 76 (O): -0.388, atom 77 (C): -0.078, atom 78 (N): -0.702, atom 79 (H): 0.399, atom 80 (H): 0.404, atom 81 (H): 0.189, atom 82 (H): 0.413, atom 83 (H): 0.333, atom 84 (H): 0.045, atom 85 (H): 0.326, atom 86 (H): 0.278, atom 87 (H): -0.275, atom 88 (H): 0.303, atom 89 (H): 0.135, atom 90 (C): -1.618, atom 91 (C): 0.731, atom 92 (C): -0.722, atom 93 (O): -0.326, atom 94 (C): -0.803, atom 95 (N): 0.449, atom 96 (H): 0.341, atom 97 (H): 0.323, atom 98 (H): 0.394, atom 99 (H): 0.262